(1)
{"formula": "C26H39BCsF6N8OP", "method": "the ωB97M-V functional and the def2-TZVPD basis", "elements": ["Cs", "P", "F", "F", "F", "F", "F", "F", "O", "N", "N", "N", "N", "N", "N", "N", "N", "C", "C", "C", "C", "C", "C", "C", "C", "C", "C", "C", "C", "C", "C", "C", "C", "C", "C", "C", "C", "C", "C", "C", "C", "C", "C", "B", "H", "H", "H", "H", "H", "H", "H", "H", "H", "H", "H", "H", "H", "H", "H", "H", "H", "H", "H", "H", "H", "H", "H", "H", "H", "H", "H", "H", "H", "H", "H", "H", "H", "H", "H", "H", "H", "H", "H"], "xyz": [[0.375, 0.231, 0.825], [7.048, -0.277, 2.226], [7.699, -0.714, 0.818], [6.317, 0.313, 3.561], [6.563, 1.131, 1.477], [8.433, 0.506, 2.645], [5.655, -1.068, 1.821], [7.620, -1.609, 2.931], [1.860, 2.012, 3.118], [-1.587, -3.065, -0.660], [-2.977, -1.284, 0.369], [0.074, -2.749, 1.699], [0.859, 2.596, -3.781], [4.039, 1.943, 3.043], [-1.394, -2.199, -1.696], [-1.218, -2.322, 1.799], [-2.713, -0.081, 0.954], [-4.464, -2.376, -1.326], [-1.263, -5.523, -0.055], [1.993, -3.158, 3.083], [2.943, 2.417, 2.601], [-3.691, 0.741, 0.493], [-1.976, 5.064, -0.488], [-0.860, -2.903, -2.693], [-2.904, -1.593, 3.510], [-1.506, -2.139, 3.085], [0.046, 4.082, -0.767], [0.511, 2.202, -2.442], [-3.751, 2.126, 0.988], [3.037, 3.356, 1.432], [-0.373, -2.358, 3.828], [-1.242, -4.335, -1.000], [-0.565, -2.298, -4.003], [-4.499, 0.097, -0.402], [0.578, -2.751, 2.932], [-2.599, 4.208, -1.312], [1.675, 3.822, -3.802], [-4.055, -1.206, -0.452], [-0.613, 4.987, -0.084], [1.659, 1.553, -4.424], [-1.768, 3.290, -1.908], [-0.731, -4.245, -2.310], [-0.340, 3.188, -1.653], [-2.253, -2.564, 0.613], [-4.340, -3.354, -0.853], [-4.442, 2.815, 0.501], [-2.797, -0.502, 3.817], [1.049, 4.556, -3.295], [-0.482, -1.209, -3.956], [1.368, 1.947, -1.776], [-5.336, 0.490, -0.994], [1.996, -4.185, 3.282], [-5.525, -2.265, -1.646], [-0.043, 1.255, -2.447], [4.974, 2.062, 2.669], [1.028, 0.686, -4.687], [-3.967, 2.068, 2.041], [-0.232, 5.746, 0.603], [-2.229, -5.471, 0.429], [-3.631, 4.312, -1.533], [-2.786, 2.596, 0.973], [-2.533, 5.810, 0.153], [-0.419, -5.526, 0.697], [-1.376, -2.577, -4.687], [2.550, 1.157, -3.939], [2.454, -2.982, 2.139], [3.963, 3.987, 1.442], [-3.769, -2.366, -2.264], [-2.027, 2.577, -2.640], [3.975, 1.264, 3.773], [0.362, -2.781, -4.369], [-3.258, -2.192, 4.372], [3.070, 2.754, 0.504], [2.594, 3.742, -3.198], [-0.284, -5.010, -2.938], [2.096, 1.939, -5.444], [-1.270, -6.502, -0.530], [2.497, -2.685, 3.963], [1.826, 4.108, -4.814], [2.235, 4.067, 1.417], [-0.237, -2.298, 4.926], [-2.995, -3.493, 0.976], [-3.702, -1.588, 2.738]], "e_homo_ev": [-6.13, -6.13], "s2": 0.757, "relative_energy_kj_mol": 193.67, "charge": -1, "multiplicity": 2}

=====

(2)
{"formula": "C8H7NSe", "method": "the ωB97M-V functional and the def2-TZVPD basis", "elements": ["Se", "N", "C", "C", "C", "C", "C", "C", "C", "C", "H", "H", "H", "H", "H", "H", "H"], "xyz": [[3.024, 0.689, 1.205], [-0.504, 2.128, -0.966], [-1.384, 2.400, -0.069], [1.923, -1.408, -0.370], [-1.730, 1.420, 0.914], [-1.188, 0.096, 0.857], [-0.140, -0.056, -0.043], [0.070, 0.978, -0.952], [0.612, -1.298, -0.189], [3.077, -0.514, -0.104], [2.255, -2.412, -0.665], [-1.643, -0.523, 1.596], [-0.073, -2.106, -0.406], [3.918, -0.936, -0.571], [0.840, 1.031, -1.765], [-1.888, 3.401, -0.135], [-2.439, 1.533, 1.600]], "e_homo_ev": -8.40, "relative_energy_kj_mol": 106.10, "charge": 0, "smiles": "[Se]=C/C=C\\c1cccnc1"}

=====

(3)
{"formula": "C4H10NO4", "method": "the ωB97M-V functional and the def2-TZVPD basis", "elements": ["O", "O", "O", "O", "N", "C", "C", "C", "C", "H", "H", "H", "H", "H", "H", "H", "H", "H", "H"], "xyz": [[-2.656, 1.160, 0.471], [-1.420, 0.639, -0.205], [1.649, -0.940, 1.163], [0.896, 1.716, -1.142], [0.663, 1.563, 1.113], [-1.131, -0.812, -0.036], [0.890, 1.025, -0.058], [1.316, -0.446, -0.156], [0.115, -1.064, -0.911], [0.810, 1.161, 2.025], [-2.115, -1.422, -0.171], [0.867, 2.638, -1.203], [2.485, -1.510, 1.128], [0.106, -0.670, -1.834], [-3.286, 1.291, -0.286], [-0.882, -0.882, 1.031], [0.219, -2.141, -0.913], [2.156, -0.617, -0.832], [0.607, 2.566, 1.265]], "e_homo_ev": [-10.15, -13.80], "s2": 2.010, "charge": 1, "multiplicity": 3}